[1]
114
Properties=species:S:1:pos:R:3 method="wB97M-V/def2-TZVPD" homo_lumo_gap_ev="8.243 / 2.955" s2=0.77 multiplicity=2
As -26.498 -17.692 8.913
F -26.907 -17.970 10.598
F -26.336 -17.553 7.178
F -27.068 -19.448 8.548
F -25.760 -16.099 9.317
F -24.814 -18.410 9.137
F -28.110 -16.952 8.713
O -30.425 -21.331 5.911
O -31.060 -17.336 13.824
O -23.249 -16.651 13.560
O -25.954 -15.130 5.289
O -28.415 -17.203 2.739
O -29.253 -13.680 12.340
O -22.588 -19.609 5.920
O -29.951 -13.389 7.529
O -33.546 -17.921 10.825
O -26.267 -21.927 9.815
N -28.606 -13.004 6.022
N -25.138 -13.056 5.339
N -28.947 -21.682 7.562
N -30.066 -19.907 7.680
N -26.988 -17.873 4.390
N -26.298 -20.404 5.524
N -28.692 -14.180 10.308
N -25.274 -14.066 7.193
N -30.508 -20.199 13.131
N -30.633 -13.456 10.648
N -28.580 -14.967 6.867
N -26.397 -22.560 11.869
N -23.188 -17.661 11.621
N -33.827 -16.959 8.208
N -25.713 -20.522 11.479
N -24.333 -16.000 11.724
N -28.023 -19.365 3.276
C -22.270 -20.075 7.269
C -31.475 -16.062 13.326
C -26.140 -21.669 10.981
C -32.511 -17.518 8.604
C -29.111 -13.796 6.846
C -29.972 -21.058 7.002
C -23.535 -16.743 12.380
C -29.540 -19.231 13.775
C -31.733 -16.397 9.102
C -24.886 -20.758 5.698
C -32.848 -18.501 9.736
C -23.990 -19.477 5.667
C -25.441 -14.183 5.891
C -24.604 -21.712 4.463
C -28.226 -19.823 13.287
C -33.734 -18.815 11.905
C -29.498 -13.707 11.156
C -27.838 -18.095 3.386
C -29.804 -17.761 13.327
H -33.481 -19.357 9.503
H -31.943 -15.892 10.045
H -26.808 -23.353 11.398
H -26.859 -21.243 5.561
H -24.708 -15.261 12.302
H -27.860 -13.254 5.390
H -29.623 -19.237 14.862
H -22.667 -19.240 7.846
H -22.756 -20.973 7.651
H -26.573 -16.994 4.667
H -24.595 -16.105 10.754
H -28.997 -17.098 13.639
H -23.672 -17.651 10.735
H -31.396 -13.372 11.304
H -34.518 -17.688 8.323
H -24.929 -13.183 7.541
H -31.886 -18.879 10.084
H -24.973 -22.737 4.502
H -21.197 -20.075 7.457
H -27.767 -14.548 10.479
H -34.345 -18.449 12.730
H -29.713 -17.793 12.242
H -23.533 -21.904 4.404
H -28.036 -20.874 13.505
H -30.587 -19.136 7.287
H -24.850 -21.375 6.597
H -25.420 -12.966 4.373
H -25.615 -19.812 10.767
H -32.564 -16.041 13.273
H -31.138 -15.140 13.799
H -32.933 -19.420 12.330
H -26.508 -18.608 4.889
H -30.792 -13.736 9.691
H -25.557 -14.884 7.714
H -31.413 -20.214 13.581
H -31.963 -17.981 7.784
H -28.902 -14.039 9.330
H -28.700 -15.516 7.706
H -28.216 -19.736 12.200
H -27.439 -19.273 13.804
H -26.513 -19.912 6.379
H -34.396 -19.575 11.490
H -27.639 -20.051 3.910
H -27.824 -15.237 6.253
H -29.557 -19.882 8.552
H -24.092 -19.169 4.626
H -28.988 -12.070 6.071
H -24.437 -18.696 6.282
H -24.696 -12.278 5.808
H -31.380 -15.918 12.249
H -24.859 -21.073 3.617
H -28.466 -22.444 7.105
H -22.763 -18.469 12.052
H -31.714 -15.590 8.370
H -26.242 -22.620 12.865
H -34.094 -16.343 8.963
H -25.640 -20.447 12.483
H -30.612 -19.915 12.168
H -28.563 -21.247 8.388
H -30.694 -16.721 9.164
H -28.193 -19.658 2.324

---

[2]
97
Properties=species:S:1:pos:R:3 method="wB97M-V/def2-TZVPD" homo_lumo_gap_ev=6.165 charge=-1
I 3.729 1.062 5.363
I 6.690 1.518 1.115
Al 2.663 0.341 3.103
O -9.322 6.475 -1.845
O 5.251 -2.293 -1.685
O 7.891 -5.024 -4.155
O 4.579 -0.583 0.482
O -2.276 -2.499 3.086
O -6.809 6.181 -0.326
O 11.811 -3.409 -4.468
O -2.706 4.971 1.863
O 1.588 2.481 -1.026
O -5.606 0.406 -1.950
O 7.477 -5.085 1.047
O -3.995 4.255 -2.455
O -2.583 -5.228 5.538
C -7.015 0.571 -1.996
C 4.701 0.561 0.968
C -2.270 1.474 3.790
C -6.577 5.973 -1.710
C 0.589 0.392 3.100
C 0.151 -0.903 2.219
C 10.845 -4.444 -4.610
C -2.796 -3.420 2.143
C 0.015 1.715 2.375
C -1.163 2.452 3.170
C 7.822 -6.114 0.133
C -10.289 5.443 -1.983
C 1.974 3.419 -2.017
C 3.430 1.381 1.465
C 5.566 -3.613 -1.276
C 6.931 -6.062 -4.299
C -3.993 -5.059 5.505
C -3.829 2.869 -2.730
C -3.522 4.910 0.700
H -3.143 -2.870 1.267
H 3.096 -1.194 2.869
H 0.203 0.344 4.172
H -7.239 1.611 -2.237
H -3.152 4.116 0.053
H 0.896 2.462 2.344
H 1.917 1.618 -1.307
H -3.858 2.317 -1.792
H -1.939 1.060 4.812
H -4.555 4.693 0.985
H 6.542 -6.064 -5.320
H -5.434 -0.519 -1.736
H -9.765 7.309 -2.043
H -4.419 -5.310 6.480
H -0.849 -0.722 1.706
H 8.731 -6.618 0.475
H -3.474 5.862 0.167
H 10.032 -4.290 -3.901
H -2.865 2.703 -3.217
H 7.984 -5.684 -0.859
H -1.701 3.195 2.479
H 11.363 -2.575 -4.653
H -7.439 -0.078 -2.767
H -6.648 6.926 -2.242
H 1.615 4.406 -1.726
H -2.011 -4.120 1.842
H -9.815 4.487 -1.764
H -4.217 -4.018 5.272
H -4.639 2.523 -3.377
H 7.439 -4.191 -4.341
H -3.965 4.718 -3.301
H -3.201 2.117 4.017
H 1.533 3.143 -2.979
H 7.005 -6.834 0.087
H -0.265 1.546 1.276
H 6.340 -3.584 -0.507
H -4.422 -5.703 4.733
H -5.577 5.560 -1.843
H -7.313 5.270 -2.103
H 4.928 -1.819 -0.902
H -3.635 -3.965 2.584
H -2.620 0.646 3.096
H 11.325 -5.402 -4.406
H -11.110 5.609 -1.280
H -7.448 0.325 -1.023
H -2.411 -6.154 5.745
H 5.933 -4.173 -2.139
H -10.673 5.431 -3.006
H -3.052 5.679 2.418
H -7.699 6.546 -0.242
H 7.413 -7.019 -4.094
H -0.678 3.015 4.043
H 3.817 2.403 1.785
H 0.145 -1.814 2.913
H 3.064 3.441 -2.101
H -1.977 -3.012 3.849
H 8.216 -4.464 1.068
H 0.978 -1.044 1.428
H 6.115 -5.909 -3.588
H 4.668 -4.100 -0.885
H 10.455 -4.446 -5.631
H 2.588 1.424 0.686

---

[3]
110
Properties=species:S:1:pos:R:3 method="wB97M-V/def2-TZVPD" smiles="COP(=O)(OC)OC.COP(=O)(OC)OC.COP(=O)(OC)OC.COP(=O)(OC)OC.CO.CO.CO.CO.CO.CO.CO" homo_lumo_gap_ev=10.186 relative_energy_ev=5.329
P -5.843 -5.412 -2.874
P 7.275 0.675 -2.072
P -0.866 8.998 2.445
P 2.764 -4.250 7.260
O -1.886 2.135 3.834
O -0.372 3.546 -6.123
O -0.642 10.477 1.881
O -1.559 -4.525 2.707
O 7.781 0.353 -3.574
O -7.481 1.674 1.458
O -2.182 -1.198 -6.018
O 0.960 0.339 -0.106
O -4.287 -5.128 -3.374
O 4.049 -3.700 6.367
O -1.210 8.096 1.108
O 2.104 -2.954 7.959
O -5.899 -4.875 -1.364
O 3.492 -4.979 8.540
O -2.336 9.139 3.128
O -6.299 -6.848 -2.987
O 7.262 -0.716 -1.287
O -6.705 -4.362 -3.774
O 2.593 -2.283 -6.830
O 7.978 1.785 -1.399
O 5.692 0.922 -2.243
O 0.230 8.487 3.276
O 1.793 -4.957 6.397
C -6.772 0.551 0.945
C -1.098 2.744 4.918
C -6.701 -5.432 -0.290
C 3.823 -2.774 5.330
C 2.930 -1.931 8.490
C -0.695 6.779 0.893
C -3.169 -1.856 -6.775
C 2.585 -3.640 -6.962
C -1.959 -3.205 2.509
C 9.145 0.507 -3.842
C 5.224 2.145 -2.831
C 0.349 0.097 -1.271
C 6.736 -1.909 -1.846
C -3.080 -5.315 -2.660
C 0.561 10.781 1.128
C -7.667 -4.751 -4.747
C -2.345 9.387 4.524
C 0.241 3.262 -7.326
C 2.765 -5.215 9.736
H 1.115 3.879 -7.534
H -7.110 0.369 -0.075
H 0.135 6.658 1.589
H 0.716 10.280 0.173
H -4.074 -1.879 -6.167
H -6.222 -5.365 0.686
H 0.497 2.228 -7.557
H 6.427 -2.604 -1.066
H 4.756 1.813 -3.757
H 4.510 2.636 -2.170
H 1.678 -2.005 -6.743
H -2.703 8.427 4.897
H -1.468 6.048 1.133
H -0.649 3.445 -7.928
H -1.310 3.499 -6.323
H -3.359 -1.244 -7.656
H -1.366 2.021 3.035
H 9.412 -0.143 -4.676
H -7.015 -0.344 1.517
H 2.908 -1.001 7.922
H -0.289 6.444 -0.061
H -7.904 -4.088 -5.579
H -1.440 2.586 5.941
H 5.837 -1.535 -2.336
H -2.897 -2.906 -6.887
H 2.918 -4.413 10.458
H -1.397 9.677 4.977
H 9.047 1.436 -4.403
H -8.602 -4.899 -4.207
H -6.900 -6.464 -0.582
H -1.219 -4.591 3.603
H 4.114 -3.097 4.330
H -3.111 10.096 4.839
H -5.697 0.733 0.920
H 4.283 -1.811 5.548
H 3.552 -4.099 -7.166
H 0.671 11.861 1.026
H 7.375 -2.314 -2.631
H -2.619 -4.353 -2.438
H 1.419 10.436 1.704
H 0.765 -0.738 -1.835
H 3.925 -2.358 8.612
H -3.206 -5.960 -1.790
H -0.700 -0.123 -1.070
H 0.403 1.015 -1.857
H -0.079 2.374 4.803
H 1.927 -3.987 -7.760
H -0.767 3.778 4.832
H 3.216 -6.099 10.188
H 6.013 2.872 -3.019
H -7.316 1.728 2.402
H 2.085 -4.141 -6.133
H -2.705 -0.645 -5.433
H 1.764 -5.552 9.469
H -7.628 -4.866 -0.190
H 2.784 -2.622 5.038
H 2.557 -1.674 9.482
H -2.842 -2.936 3.089
H -1.150 -2.525 2.777
H 1.890 0.487 -0.290
H 9.796 0.465 -2.969
H -2.359 -5.822 -3.300
H -2.357 -3.062 1.505
H -7.311 -5.694 -5.163

---

Calculated max |F| in order - 8.97; 4.85; 3.56 eV/Å